Molecular formula: C7H14N
Method: DFT, the ωB97M-V functional and the def2-TZVPD basis

Structure (XYZ):
```
22
Properties=species:S:1:pos:R:3
C 2.0361 -1.6894 1.1951
C 0.9388 -1.0161 0.3721
C 0.3371 0.3968 0.8589
C -1.1324 0.4603 0.3905
C -2.0926 0.2569 1.3172
C -0.7395 1.6910 -1.8495
C -1.4274 0.5385 -1.1100
N 1.2115 -0.8185 -1.0181
H 1.7012 -2.0383 2.1494
H 3.0971 -1.0576 1.1520
H 2.3810 -2.5473 0.7114
H 0.0438 -1.6658 0.4596
H 0.8550 1.2190 0.3605
H 0.6070 0.4805 1.9935
H -3.0754 0.1294 0.9578
H -1.9612 0.1434 2.3946
H 0.3379 1.4314 -1.9089
H -1.0589 1.7738 -2.9030
H -2.5578 0.4844 -1.2315
H 2.2085 -0.5899 -1.2264
H -0.9535 -0.3308 -1.5964
H -0.7564 2.7484 -1.4686
```

Results
- spin multiplicity = 2
- energy relative to the best compared isomer or geometry (same formula, charge and spin) (eV) = 7.046
- E_LUMO (alpha / beta) (Eh) = -0.4883 / -0.4953
- HOMO-LUMO gap (alpha / beta) (eV) = 7.117 / 6.965
- charge = +2

Molecular formula: C3H5O2S2
Method: DFT, the ωB97M-V functional and the def2-TZVPD basis

Structure (XYZ):
```
12
Properties=species:S:1:pos:R:3
C -0.1199 -0.8868 0.0141
C 0.7059 -1.0486 1.3356
O 1.7448 -1.6906 1.3638
O 0.0962 -0.4642 2.3038
C -0.8743 0.4113 -0.0722
S -1.0711 1.1634 -1.7091
S 0.7842 1.8550 -2.3983
H 0.5972 -1.1024 -0.7786
H -0.8518 -1.6911 0.1212
H -1.8958 0.2867 0.3014
H -0.5121 1.0148 0.7784
H 1.3967 2.1526 -1.2602
```

Results
- energy relative to the best compared isomer or geometry (same formula, charge and spin) (eV) = 0.555
- E_LUMO (Eh) = 0.1080
- HOMO-LUMO gap (eV) = 7.119
- charge = -1
- SMILES string = O=C([O-])CCSS